(1)
DFT (wB97M-V/def2-TZVPD) results for 2 unconnected molecules or ions with the total composition H14Si6.

Calculated values
- HOMO-LUMO gap (alpha / beta) (eV) = 6.16 / 6.16
- energy above the lowest of the compared OMol25 structures with the same formula, charge and spin (kJ/mol) = 273.2
- LUMO energy (alpha / beta) (Ha) = -0.0793 / -0.0794

Structure (ORCA input):
```
! RIJCOSX wB97M-V def2-TZVPD def2/J DEFGRID3
* xyz 0 1
Si -1.0719 1.7219 0.6796
Si -2.6644 -1.5227 -0.9089
Si 2.1636 -2.2631 0.9452
Si 3.0818 1.1966 -0.5477
Si -2.8586 0.6592 -0.2977
Si 2.0932 -0.8794 -0.8899
H -1.6439 2.9588 1.4094
H -0.2914 2.3135 -0.3804
H -0.2997 0.6951 1.5978
H -3.0172 -1.9784 -2.3149
H -1.2267 -2.0178 -0.4477
H -3.6424 -2.0005 0.0204
H 0.8975 -2.6149 1.6638
H 2.9103 -1.5453 2.0264
H 2.8484 -3.4243 0.4831
H 4.5808 1.7059 -0.7049
H 2.6635 2.0922 -1.8068
H 2.8483 2.1767 0.6716
H -3.0904 1.5624 -1.6052
H -4.2809 1.1641 0.4069
*
```



(2)
DFT (wB97M-V/def2-TZVPD) results for a molecular structure, H15O8Tl.

Calculated values
- HOMO-LUMO gap (eV) = 9.51
- energy above the lowest of the compared OMol25 structures with the same formula, charge and spin (kJ/mol) = 86.2
- LUMO energy (Ha) = -0.2915

Structure (ORCA input):
```
! RIJCOSX wB97M-V def2-TZVPD def2/J DEFGRID3
* xyz 2 1
Tl -0.0357 -0.0443 -0.0673
O 0.4371 -1.5445 -1.3118
H 0.3640 -2.4991 -1.1201
O 1.7003 0.4996 -2.2704
H 1.9944 -0.4006 -2.3842
H 1.1186 0.5891 -3.0081
O -0.5366 0.7456 2.1195
H -0.9292 1.6283 2.1933
H -0.7800 0.3127 2.9609
O 1.9175 -0.0321 0.8782
H 2.1113 0.1250 1.7880
H 2.6687 -0.6139 0.6344
O -1.3291 0.7286 -1.6717
H -1.2407 1.4557 -2.3149
H -2.2805 0.6055 -1.6203
O -0.1412 -1.9290 1.3573
H -0.0284 -1.7783 2.3198
H 0.5167 -2.6681 1.2832
O -2.1578 -0.7631 0.2517
H -2.8105 -1.3865 -0.0717
H -2.7194 -0.2256 0.7581
O 0.5064 2.0870 -0.2437
H 0.7305 2.6943 -0.9640
H 0.9235 2.4137 0.5036
*
```



(3)
DFT (wB97M-V/def2-TZVPD) results for a molecular structure, H16HfO9.

Calculated values
- HOMO-LUMO gap (eV) = 7.58
- LUMO energy (Ha) = -0.3243

Structure (ORCA input):
```
! RIJCOSX wB97M-V def2-TZVPD def2/J DEFGRID3
* xyz 2 1
Hf 1.5037 0.6227 -1.0333
O 0.0050 -0.4521 -0.3882
H -0.3650 -0.6954 0.4609
O 1.6482 -0.3052 -2.7350
H 1.4761 -0.2621 -3.7013
O -0.5978 0.6626 2.6235
H -1.2611 1.2822 2.6111
H -1.0315 -0.1048 2.2262
O -1.8319 -1.7285 1.8473
H -1.0948 -2.0325 2.3835
H -2.4427 -2.4979 1.7467
O -2.4379 1.5112 -0.4182
H -2.1829 0.6366 -0.3847
H -3.3681 1.6035 -0.4741
O -0.6671 -3.0011 -1.3496
H -0.6450 -2.0619 -1.0025
H 0.2299 -3.1936 -1.6690
O 0.1522 2.1873 -1.4804
H -0.7606 2.3118 -1.1753
H 0.5130 3.0971 -1.7317
O 2.5577 -0.8953 -0.0713
H 3.3282 -1.2856 -0.4307
H 2.5611 -1.1978 0.8229
O 1.5224 1.7191 0.7791
H 2.2539 2.3615 0.9819
H 0.9352 1.7184 1.5621
*
```



DFT total energy, respectively: -47485.7572, -21298.6674, -19981.0172 eV.